Entry from the OMol25 dataset: a cluster of 2 separate species, C5H9I in total at a distorted geometry (ωB97M-V/def2-TZVPD).

```
15
Properties=species:S:1:pos:R:3
C -0.506 0.920 0.093
C 0.663 -1.414 0.197
C -0.454 -2.454 0.276
C 0.648 1.517 0.717
C -0.012 1.929 -0.629
I 1.675 -1.383 -1.689
H -1.419 1.071 0.459
H -0.924 -2.885 -0.640
H 0.002 -3.182 0.759
H -1.232 -1.865 0.768
H 1.552 1.011 0.687
H 0.501 2.085 1.556
H -0.689 0.076 -0.564
H -0.440 2.968 -0.595
H 0.633 1.605 -1.394
```

Summary:
**HOMO**: -0.3106 Eh
**2S+1**: 1
**Frontier orbital gap**: 8.02 eV
**Energy above the lowest of the compared OMol25 structures with the same formula, charge and spin**: 594.1 kJ/mol
**E**: -493.3609 hartree

Entry from the OMol25 dataset: the ion C5H9IN with charge +1 at a distorted geometry (ωB97M-V/def2-TZVPD).

```
16
Properties=species:S:1:pos:R:3
C -0.368 1.503 0.642
N 0.210 0.801 -0.470
C -0.518 -0.594 -0.674
C 0.281 -1.617 0.181
C 1.523 -0.857 0.272
C 1.502 0.389 -0.162
I 3.298 1.717 -0.337
H -0.599 0.702 1.383
H 0.271 2.406 0.949
H -1.295 1.972 0.419
H -0.003 1.263 -1.322
H -0.380 -0.938 -1.634
H -1.556 -0.375 -0.220
H 0.397 -2.523 -0.534
H -0.291 -1.758 1.140
H 2.453 -1.242 0.661
```

Summary:
**HOMO**: -0.4954 Eh
**2S+1**: 1
**Frontier orbital gap**: 9.52 eV
**SMILES string**: C[N@@H+]1CCC=C1I
**Energy above the lowest of the compared OMol25 structures with the same formula, charge and spin**: 138.4 kJ/mol
**E**: -548.0366 hartree
**Total charge**: +1

Entry from the OMol25 dataset: the ion C5H9IN with charge +1 at a distorted geometry (ωB97M-V/def2-TZVPD).

```
16
Properties=species:S:1:pos:R:3
C 0.562 -3.011 -0.395
C 0.980 -2.562 0.740
C -0.192 -1.879 0.103
C 0.040 2.228 -0.070
C 0.153 -0.237 -0.762
N -0.308 0.759 0.247
I 2.338 -0.338 -1.167
H 0.652 -3.897 -1.090
H 1.560 -2.581 1.613
H -1.290 -1.776 0.510
H 0.185 2.257 -1.171
H -0.693 2.897 0.224
H 0.850 2.592 0.386
H -0.498 -0.229 -1.669
H -0.001 0.571 1.188
H -1.232 0.720 0.435
```

Summary:
**HOMO (spin up / spin down)**: -0.3613 / -0.4825 Eh
**2S+1**: 3
**Frontier orbital gap (spin up / spin down)**: 6.86 / 5.93 eV
**Energy above the lowest of the compared OMol25 structures with the same formula, charge and spin**: 248.0 kJ/mol
**E**: -547.8091 hartree
**Total charge**: +1

Entry from the OMol25 dataset: a structure of composition C5H9IN2OS2 at a distorted geometry (ωB97M-V/def2-TZVPD).

```
20
Properties=species:S:1:pos:R:3
C -1.250 0.076 -2.103
C 0.251 1.007 -0.525
C -0.732 0.439 0.524
C 1.607 0.261 -0.701
C -2.025 1.358 0.391
N -0.430 0.861 -1.727
N -1.160 -0.938 0.199
O -3.408 -0.852 -1.094
S -2.032 0.365 -4.262
S -2.077 -1.323 -1.154
I -2.889 -1.770 -4.329
H 0.382 2.087 -0.383
H -0.199 0.409 1.588
H 2.212 0.814 -1.485
H 1.371 -0.575 -1.216
H 2.216 -0.025 0.244
H -2.293 1.332 -0.640
H -1.563 2.337 0.724
H -2.710 0.885 1.128
H -0.456 -1.770 0.260
```

Summary:
**HOMO**: -0.3006 Eh
**2S+1**: 1
**Frontier orbital gap**: 8.05 eV
**Energy above the lowest of the compared OMol25 structures with the same formula, charge and spin**: 214.7 kJ/mol
**E**: -1474.5961 hartree

Entry from the OMol25 dataset: the ion C5H9IN4 with charge +2 at a distorted geometry (ωB97M-V/def2-TZVPD).

```
19
Properties=species:S:1:pos:R:3
C -1.678 0.540 0.510
C 1.575 -1.710 0.235
C -0.672 -0.432 -1.480
C 0.782 0.609 0.606
C 1.716 0.907 1.792
N 0.909 -0.739 0.187
N -0.547 0.929 1.042
N -1.773 -0.169 -0.612
N -1.099 -0.732 -2.725
I 2.298 -3.452 -0.315
H -2.618 0.634 1.080
H 1.047 1.285 -0.337
H 1.410 1.938 2.149
H 2.688 1.081 1.335
H 1.641 0.077 2.380
H -0.645 1.394 1.853
H -2.673 -0.217 -1.062
H -0.447 -0.950 -3.497
H -1.913 -0.994 -3.142
```

Summary:
**HOMO**: -0.6257 Eh
**2S+1**: 1
**Frontier orbital gap**: 8.77 eV
**Energy above the lowest of the compared OMol25 structures with the same formula, charge and spin**: 152.3 kJ/mol
**E**: -711.8785 hartree
**Total charge**: +2

Entry from the OMol25 dataset: a structure of composition C5H9LuO3 at a distorted geometry (ωB97M-V/def2-TZVPD).

```
18
Properties=species:S:1:pos:R:3
O -1.730 -0.290 -0.157
Lu -3.803 2.601 -0.687
O -1.612 1.885 -0.406
C -0.998 0.781 -0.583
C -1.050 -1.356 0.493
C -2.075 -2.372 0.945
H -0.327 -1.809 -0.202
H -0.495 -0.950 1.351
H -2.669 -2.738 0.096
H -1.565 -3.231 1.401
H -2.753 -1.938 1.693
O -0.083 0.574 -1.413
C 2.662 1.821 -0.285
C 3.723 1.054 -0.533
H 2.738 2.912 -0.303
H 3.627 0.125 -1.100
H 4.733 1.467 -0.521
H 1.678 1.465 0.210
```

Summary:
**HOMO**: -0.2875 Eh
**2S+1**: 1
**Frontier orbital gap**: 7.42 eV
**Energy above the lowest of the compared OMol25 structures with the same formula, charge and spin**: 40.2 kJ/mol
**E**: -1657.0241 hartree

Entry from the OMol25 dataset: a structure of composition C5H9MgO3Rh at a distorted geometry (ωB97M-V/def2-TZVPD).

```
19
Properties=species:S:1:pos:R:3
O -2.146 -2.163 -0.116
Mg -1.678 -3.492 -1.532
C -2.361 -0.948 1.904
C -1.715 -1.360 0.792
O -0.483 -0.804 0.412
C -0.065 0.442 0.959
C 1.204 0.824 0.239
O 0.967 0.712 -1.163
C 1.966 1.333 -1.966
Rh -0.099 -0.996 -1.687
H -2.485 0.104 2.144
H -2.534 -1.676 2.694
H 0.133 0.336 2.033
H -0.846 1.201 0.809
H 2.037 0.161 0.517
H 1.470 1.860 0.492
H 1.757 1.074 -3.010
H 1.915 2.423 -1.838
H 2.963 0.968 -1.682
```

Summary:
**HOMO (spin up / spin down)**: -0.3122 / -0.4475 Eh
**2S+1**: 6
**Frontier orbital gap (spin up / spin down)**: 4.70 / 6.08 eV
**Energy above the lowest of the compared OMol25 structures with the same formula, charge and spin**: 55.0 kJ/mol
**E**: -731.7890 hartree
**Total charge**: +1

Entry from the OMol25 dataset: the molecule C5H9N at a distorted geometry (ωB97M-V/def2-TZVPD).

```
15
Properties=species:S:1:pos:R:3
C -1.569 0.105 2.345
C -1.014 -0.277 1.215
C -0.102 0.589 0.372
C 0.583 0.172 -0.703
C 1.532 0.660 -1.765
N 0.371 -1.199 -0.944
H -1.728 -0.527 3.179
H -1.891 1.157 2.461
H -1.444 -1.038 0.607
H -0.336 1.741 0.377
H 0.916 1.161 -2.508
H 2.347 0.022 -2.255
H 1.898 1.529 -1.128
H 1.242 -1.747 -1.134
H -0.184 -1.406 -1.777
```

Summary:
**HOMO**: -0.2980 Eh
**2S+1**: 1
**Frontier orbital gap**: 9.05 eV
**SMILES string**: C=C/C=C(/C)N
**Energy above the lowest of the compared OMol25 structures with the same formula, charge and spin**: 388.8 kJ/mol
**E**: -250.5188 hartree

Entry from the OMol25 dataset: the molecule C5H9N at a distorted geometry (ωB97M-V/def2-TZVPD).

```
15
Properties=species:S:1:pos:R:3
C -1.555 1.884 0.416
C -1.366 0.600 0.779
C -0.313 -0.271 0.241
N -0.030 -1.403 1.025
C 0.564 0.140 -0.699
C 1.623 -0.717 -1.341
H -0.926 2.397 -0.288
H -2.186 2.476 1.068
H -2.072 0.294 1.546
H 0.541 -2.151 0.672
H -0.676 -1.724 1.722
H 0.637 1.213 -0.728
H 1.212 -1.604 -1.811
H 2.364 -1.080 -0.603
H 2.181 -0.053 -1.999
```

Summary:
**HOMO**: -0.2750 Eh
**2S+1**: 1
**Frontier orbital gap**: 8.55 eV
**SMILES string**: C=C/C(N)=C/C
**Energy above the lowest of the compared OMol25 structures with the same formula, charge and spin**: 162.2 kJ/mol
**E**: -250.6052 hartree

Entry from the OMol25 dataset: a structure of composition C5H9N (ωB97M-V/def2-TZVPD).

```
15
Properties=species:S:1:pos:R:3
C 1.115 1.532 -0.088
C 0.812 0.579 1.042
C 0.811 -0.378 -0.132
C 0.753 -1.838 -0.275
C -2.370 0.602 -0.418
N 1.095 0.591 -1.036
H 1.273 2.589 -0.179
H 1.616 0.434 1.763
H -0.134 0.716 1.561
H -0.158 -2.146 -0.795
H 0.776 -2.313 0.703
H 1.592 -2.187 -0.878
H -2.617 0.901 0.578
H -2.588 -0.394 -0.737
H -1.974 1.312 -1.109
```

Summary:
**HOMO (spin up / spin down)**: -0.3240 / -0.2679 Eh
**2S+1**: 1
**Frontier orbital gap (spin up / spin down)**: 9.22 / 7.46 eV
**Energy above the lowest of the compared OMol25 structures with the same formula, charge and spin**: 476.7 kJ/mol
**E**: -250.4854 hartree

Entry from the OMol25 dataset: the molecule C5H9N (ωB97M-V/def2-TZVPD).

```
15
Properties=species:S:1:pos:R:3
C 1.794 0.161 0.558
C 0.990 1.414 0.780
C 0.301 0.113 0.511
N -0.304 -0.098 -0.774
C -1.754 -0.110 -0.801
C -0.983 -1.373 -0.921
H 2.298 0.068 -0.399
H 2.311 -0.297 1.395
H 0.927 1.818 1.787
H 0.993 2.157 -0.010
H -0.212 -0.346 1.364
H -2.282 0.073 0.134
H -2.214 0.334 -1.680
H -0.876 -1.871 -1.881
H -0.990 -2.042 -0.061
```

Summary:
**HOMO**: -0.3404 Eh
**2S+1**: 1
**Frontier orbital gap**: 10.59 eV
**SMILES string**: C1CC1N1CC1
**Energy above the lowest of the compared OMol25 structures with the same formula, charge and spin**: 204.9 kJ/mol
**E**: -250.5889 hartree

Entry from the OMol25 dataset: the molecule C5H9N at a distorted geometry (ωB97M-V/def2-TZVPD).

```
15
Properties=species:S:1:pos:R:3
N 1.871 -0.596 0.628
C 0.805 -0.040 -0.031
C -0.577 -0.169 0.674
C -1.590 0.265 -0.276
C -1.427 -1.219 0.020
C 1.026 1.457 -0.484
H 0.612 -0.542 -0.997
H 2.456 -1.204 0.062
H -0.516 -0.239 1.763
H -2.643 0.468 -0.142
H -2.387 -1.477 0.487
H -0.844 -2.153 0.023
H 1.380 1.528 -1.512
H 1.751 1.927 0.193
H 0.081 1.994 -0.407
```

Summary:
**HOMO**: -0.2652 Eh
**2S+1**: 1
**Frontier orbital gap**: 4.86 eV
**Energy above the lowest of the compared OMol25 structures with the same formula, charge and spin**: 805.2 kJ/mol
**E**: -250.3603 hartree

Entry from the OMol25 dataset: the molecule C5H9N at a distorted geometry (ωB97M-V/def2-TZVPD).

```
15
Properties=species:S:1:pos:R:3
C 0.808 -1.732 -1.839
N 1.143 -1.047 -0.804
C 0.375 0.097 -0.399
C 0.407 1.289 -1.065
C -0.645 -0.177 0.740
C -0.577 0.730 2.046
H 0.695 -2.793 -1.736
H 0.766 -1.321 -2.790
H -0.369 2.009 -1.182
H 1.286 1.461 -1.685
H -0.612 -1.202 1.156
H -1.602 -0.062 0.301
H 0.483 0.749 2.220
H -1.057 0.243 2.846
H -1.104 1.757 2.192
```

Summary:
**HOMO**: -0.3126 Eh
**2S+1**: 1
**Frontier orbital gap**: 8.92 eV
**SMILES string**: C=NC(=C)CC
**Energy above the lowest of the compared OMol25 structures with the same formula, charge and spin**: 349.1 kJ/mol
**E**: -250.5340 hartree

Entry from the OMol25 dataset: the molecule C5H9N (ωB97M-V/def2-TZVPD).

```
15
Properties=species:S:1:pos:R:3
C -0.821 -1.303 -0.548
C 0.324 -0.509 0.085
C 0.861 0.532 -0.829
C -0.147 0.146 1.428
C -0.751 1.480 1.095
N -0.441 2.006 0.040
H -1.210 -2.061 0.141
H -0.492 -1.810 -1.461
H -1.650 -0.635 -0.812
H 1.126 -1.199 0.384
H 0.729 0.345 -1.898
H 1.859 0.909 -0.598
H -0.173 2.133 -0.932
H 0.704 0.360 2.089
H -0.833 -0.500 1.986
```

Summary:
**HOMO (spin up / spin down)**: -0.2704 / -0.2704 Eh
**2S+1**: 1
**Frontier orbital gap (spin up / spin down)**: 8.26 / 8.26 eV
**Energy above the lowest of the compared OMol25 structures with the same formula, charge and spin**: 415.2 kJ/mol
**E**: -250.5088 hartree

Entry from the OMol25 dataset: the molecule C5H9N at a distorted geometry (ωB97M-V/def2-TZVPD).

```
15
Properties=species:S:1:pos:R:3
C -1.317 1.136 -1.704
C -0.256 0.455 -1.290
C 0.070 0.074 0.454
C 1.379 0.774 0.897
N 0.337 -1.333 0.252
C -0.301 -2.108 0.934
H -1.365 1.318 -2.812
H -2.237 1.389 -1.282
H 0.658 0.258 -1.828
H -0.790 0.286 0.937
H 1.258 1.431 1.696
H 1.830 1.232 0.033
H 2.066 -0.079 1.211
H -0.216 -3.178 0.892
H -1.116 -1.655 1.611
```

Summary:
**HOMO**: -0.3550 Eh
**2S+1**: 1
**Frontier orbital gap**: 10.84 eV
**SMILES string**: C=C[C@H](C)N=C
**Energy above the lowest of the compared OMol25 structures with the same formula, charge and spin**: 299.1 kJ/mol
**E**: -250.5530 hartree